Entry 1:
The following is a quantum chemistry calculation of a cluster of 12 separate species, C39H93F6N11O9P in total, from OMol25.

```
! RIJCOSX wB97M-V def2-TZVPD def2/J DEFGRID3
* xyz -1 1
N -4.23 -1.67 1.07
H 2.40 1.86 -4.83
H -1.28 2.10 2.52
H -0.49 -7.90 0.71
O 5.67 -0.60 0.52
H 3.74 2.35 -1.79
P 0.07 0.07 0.32
H -1.37 -4.57 2.10
H -0.29 3.26 -6.28
H 3.44 -6.50 1.25
H -4.06 -3.68 1.46
C -2.47 0.02 -3.36
H 1.35 7.13 -5.22
N -1.61 -6.14 0.77
H -2.65 -7.12 3.21
H 1.67 -1.87 2.56
H -0.73 5.93 -6.20
N -2.70 1.51 3.99
N -2.84 -1.34 -3.65
C 3.49 1.89 -0.82
H 2.05 4.22 -1.97
H -0.78 4.79 0.66
H -1.67 2.30 -5.82
H -1.63 6.45 -4.76
H 0.84 1.15 -4.27
H 5.62 2.95 0.63
H -0.76 2.16 4.20
C -1.77 -2.26 -3.92
N 4.68 1.30 -0.26
H 6.16 2.57 -1.00
H 3.08 -0.78 -6.40
C 2.61 -0.45 -3.14
C -1.13 3.92 -4.45
H 3.83 -6.16 2.94
H -2.00 -8.07 1.58
O 1.74 7.51 3.52
H -3.33 0.62 -3.09
H -4.25 -2.65 2.90
H -0.83 3.09 -3.80
H 3.26 3.58 2.82
H -1.67 -7.92 -1.45
H -0.74 -3.42 0.39
H -0.01 8.13 -5.73
H 5.60 -4.85 2.96
C -3.77 -2.74 1.93
H -1.93 3.88 -6.53
H 3.60 -4.54 -0.46
H 2.47 4.37 1.44
H -4.00 -2.72 -0.74
C 1.74 0.98 -4.87
C -2.22 -8.16 -0.55
H -0.50 -6.14 -1.01
H 3.27 -1.73 3.27
H 1.12 4.62 4.99
H -1.87 -4.02 -0.88
H 1.42 0.90 -5.91
H -2.19 -3.15 -4.38
H -1.75 0.10 5.21
C -2.57 -6.04 3.08
C 1.23 3.99 -2.67
C -3.38 2.90 0.44
H 6.63 1.50 0.36
N 1.75 -2.55 4.47
H 2.89 4.40 5.18
O 3.79 -2.90 5.43
H -4.16 -2.82 -4.07
H 1.87 3.56 -3.45
F -0.47 -0.80 -0.93
C -0.87 -4.12 -0.44
C 0.31 -2.59 4.68
C 3.40 -5.74 2.04
H 2.52 -3.65 0.58
C 5.31 -4.18 2.12
C -4.12 -1.74 -3.83
H 1.12 6.04 -3.08
C -0.59 -5.56 -0.08
C 0.30 7.36 -5.03
H -1.04 3.63 -0.60
F -0.21 -1.17 1.36
H -4.30 -1.03 -0.92
O -5.09 -1.02 -3.69
H 0.41 -5.63 0.38
H 0.64 3.21 -2.20
H -3.22 -7.72 -0.62
F 0.37 1.30 -0.68
N 4.13 -4.58 1.58
C 3.46 -0.71 -5.38
C 3.57 -3.90 0.43
H 2.05 -3.79 6.04
H 2.36 -5.46 2.25
H -3.19 -0.52 4.40
C -0.63 6.16 -5.13
H -2.71 -1.55 -0.38
H -2.36 -9.24 -0.42
H -2.49 -5.59 4.06
C 2.21 -1.60 3.46
C 2.39 4.16 2.50
H -4.09 4.67 2.03
H -1.25 -2.52 -3.00
C 4.71 -0.03 0.05
F 1.52 -0.61 0.15
C -5.02 -0.67 1.53
H -2.11 4.25 -4.06
H 3.00 2.56 -0.11
H 4.06 -2.95 0.26
H -0.15 -3.75 -1.18
H 0.06 -3.38 5.39
O 3.53 -1.06 -2.65
N 2.28 5.31 3.38
O -5.37 -0.58 2.69
N -2.76 4.10 0.56
C 2.05 6.54 2.88
C -1.61 2.34 3.53
H -0.18 -2.90 3.75
H -1.05 -1.86 -4.65
C -1.52 4.46 -0.08
H 1.79 0.02 -2.57
N -0.16 4.98 -4.43
H -4.03 3.07 3.87
H 2.13 5.98 5.32
C -3.91 2.04 4.26
H -1.88 3.39 3.59
C -1.44 -5.66 2.14
C -1.55 -7.60 0.71
H -3.93 5.87 0.72
H -2.07 0.51 -4.27
H -2.63 5.69 1.88
C -2.34 0.15 4.28
C 0.43 5.19 -3.12
H -2.82 2.18 -0.18
H -3.49 -5.68 2.62
H -1.72 5.26 -0.79
H -5.32 0.03 0.73
H 2.76 1.14 -1.09
O -4.40 2.62 1.03
H -1.69 -0.24 3.49
H -0.47 -5.98 2.56
H 4.36 -0.08 -5.38
C 2.10 5.04 4.78
H 0.27 7.79 -4.02
H 1.95 -0.57 3.70
C -3.78 -1.75 -0.28
C 5.83 2.12 -0.05
O 5.96 -3.23 1.79
H -2.68 -2.70 2.00
F 0.64 0.99 1.53
C -3.39 5.13 1.33
H -1.69 0.02 -2.60
H 3.78 -1.70 -5.05
O -4.79 1.47 4.86
N 2.49 -0.19 -4.46
C -1.29 3.32 -5.85
F -1.40 0.61 0.68
H 2.13 6.54 1.78
H -0.04 -1.60 4.99
H 3.78 -0.55 -0.17
C 2.60 -3.09 5.38
H 1.55 3.46 2.62
H -0.37 5.49 -2.41
*
```

Calculated values
Orbital gap (eV): 8.516
Energy relative to the best compared isomer or geometry (same formula, charge and spin) (eV): 0.350

Löwdin population analysis, charges in e, atoms 1 to 2: atom 1 (N): -0.178, atom 2 (H): 0.085

---

Entry 2:
The following is a quantum chemistry calculation of a cluster of 2 separate species, CH7N2PS in total, from OMol25.

```
! RIJCOSX wB97M-V def2-TZVPD def2/J DEFGRID3
* xyz 0 3
N -0.12 0.33 -0.55
H 1.35 1.35 -1.55
H 1.56 -0.31 -1.72
P -0.62 1.78 0.12
N -1.01 -0.51 -0.90
H -0.35 -1.69 3.15
H 1.90 0.39 -0.14
S -0.58 -0.55 2.58
H -0.62 -1.28 -1.41
H -1.94 1.32 -0.05
H -0.77 -1.29 1.51
C 1.21 0.46 -1.03
*
```

Calculated values
Orbital gap (spin up / spin down) (eV): 7.534 / 8.396
Energy relative to the best compared isomer or geometry (same formula, charge and spin) (eV): 1.177

Löwdin population analysis, charges in e, atoms 1 to 2: atom 1 (N): -0.718, atom 2 (H): 0.021

---

Entry 3:
The following is a quantum chemistry calculation of a structure of composition C35H28N6O4S4W, from OMol25.

```
! RIJCOSX wB97M-V def2-TZVPD def2/J DEFGRID3
* xyz 0 1
C 4.08 2.03 1.61
C 1.11 -4.50 -4.50
H -5.22 1.16 1.20
C 1.73 0.21 -2.15
H 5.70 2.27 0.14
C 1.28 -2.00 4.20
N -4.64 0.43 1.60
H 2.25 4.74 -1.81
H -1.68 3.14 4.75
H -1.76 1.74 3.67
H 4.61 1.65 2.47
C 0.01 -3.67 -4.33
O -0.15 0.75 2.35
H -0.72 -3.56 -5.12
C 1.34 -1.48 5.48
O -0.12 1.92 0.25
H 2.52 -0.04 -1.45
H 0.56 -2.73 1.63
S -1.15 3.58 -1.81
C 0.29 4.07 1.20
H -1.17 0.89 -4.48
N -1.99 0.47 -0.65
H -1.93 5.75 3.34
S 3.52 2.93 -0.70
C -1.54 2.06 4.68
C 2.21 2.73 0.41
H 0.87 0.21 6.73
C -0.52 0.55 -2.48
S -2.34 -0.90 1.79
C 0.74 3.06 0.15
H -4.72 0.23 2.58
H 1.64 -3.00 4.00
C 1.89 -3.90 -2.30
H 2.05 2.18 2.47
H 0.50 6.73 3.18
C 0.96 5.11 1.75
C 0.15 5.87 2.65
W -0.30 0.01 0.52
C 2.05 -4.61 -3.48
C 0.30 0.57 4.72
C -0.78 4.56 -3.17
H 2.62 -3.97 -1.50
C -0.31 0.71 -3.85
S -1.34 3.98 1.76
C 0.69 -1.66 1.77
H -1.54 4.78 -3.90
H -2.70 0.91 -2.51
C 0.64 -2.24 -0.92
C 4.66 2.34 0.43
C 0.52 4.97 -3.15
H 1.15 0.76 -5.42
C 0.78 -1.22 3.17
C 2.01 0.38 -3.49
N 1.72 -1.91 -0.28
H -2.23 1.56 5.38
H -1.02 -2.32 -3.01
H 3.03 0.33 -3.84
C 0.85 -0.20 5.73
C -3.45 0.21 1.01
C -0.16 -2.96 -3.15
C 2.68 2.28 1.61
N -3.21 0.76 -0.15
O -0.20 1.80 5.06
C 1.22 4.49 -2.01
C 0.78 -3.08 -2.13
C 0.30 0.07 3.41
C -1.83 0.65 -1.92
H 2.00 5.34 1.54
O -0.53 -1.75 -0.58
H 1.76 -2.05 6.29
C 0.96 0.64 -4.36
C -1.12 5.38 2.74
H 2.91 -5.25 -3.61
H 0.95 5.60 -3.91
H 1.23 -5.06 -5.41
N 0.51 0.30 -1.63
C 0.46 3.70 -1.20
N 1.45 -1.04 0.79
*
```

Calculated values
Orbital gap (spin up / spin down) (eV): 6.190 / 6.191
Energy relative to the best compared isomer or geometry (same formula, charge and spin) (eV): 0.520

Löwdin population analysis, charges in e, atoms 1 to 2: atom 1 (C): -0.159, atom 2 (C): -0.089